(1)
Formula: C5H10O2
Source: OMol25
Level of theory: wB97M-V/def2-TZVPD

Summary:
Calculated total energy (eV): -9440.1240
Orbital gap (eV): 9.90
E_HOMO (Eh): -0.334
Structure (SMILES): C=COCC.C=O

Last columns: bonded neighbours and bond lengths (Å).
Element x y z (Å)
1 H -1.9099 -1.9912 0.6697  C4 1.094
2 C 2.1715 -0.6035 0.1458  H11 1.085, C14 1.330, H16 1.085
3 H -1.0025 0.9359 0.9625  C7 1.094
4 C -1.2913 -1.1329 0.3917  H1 1.094, C7 1.519, H8 1.100, O9 1.426
5 C 0.5268 1.9477 -1.4784  H6 1.106, O10 1.206, H12 1.108
6 H 1.3201 2.3644 -0.8308  C5 1.106
7 C -1.5873 0.0659 1.2756  H3 1.094, C4 1.519, H13 1.095, H15 1.094
8 H -1.4868 -0.8966 -0.6647  C4 1.100
9 O 0.0595 -1.5609 0.5524  C4 1.426, C14 1.354
10 O -0.6452 2.0460 -1.2137  C5 1.206
11 H 2.4597 -0.7204 1.1857  C2 1.085
12 H 0.8781 1.4314 -2.3941  C5 1.108
13 H -2.6474 0.3328 1.2110  C7 1.095
14 C 0.9608 -0.9689 -0.2660  C2 1.330, O9 1.354, H17 1.094
15 H -1.3464 -0.1689 2.3171  C7 1.094
16 H 2.9037 -0.2234 -0.5586  C2 1.085
17 H 0.6366 -0.8574 -1.3054  C14 1.094

The net atomic charges from natural (NBO), expressed in e, are:
1. H 0.1860
2. C -0.5038
3. H 0.2242
4. C -0.0609
5. C 0.2824
6. H 0.1184
7. C -0.6381
8. H 0.1716
9. O -0.5182
10. O -0.5128
11. H 0.2126
12. H 0.1067
13. H 0.2152
14. C 0.1422
15. H 0.2107
16. H 0.2035
17. H 0.1604

=====

(2)
Formula: C6H10N2O
Source: OMol25
Level of theory: wB97M-V/def2-TZVPD

Summary:
Calculated total energy (eV): -11405.0655
Orbital gap (eV): 9.25
E_HOMO (Eh): -0.345
Structure (SMILES): C=C[C@@H]1[C@H](CN)N1C=O

Last columns: bonded neighbours and bond lengths (Å).
Element x y z (Å)
1 H 0.8647 2.0257 -2.8308  C15 1.116
2 C -0.0007 -1.6473 0.5598  H3 1.134, N12 1.469, C18 1.610, H19 1.166
3 H 0.0058 -2.4236 1.3866  C2 1.134
4 H 1.0844 -1.6856 -1.2970  N12 1.142
5 H 0.7566 -0.4265 2.3433  C18 1.195
6 H 1.1464 1.6933 1.1665  C17 1.171
7 O -2.7641 -0.5229 1.4959  C9 1.433
8 C 0.2630 1.3122 -1.0568  H13 1.166, C15 1.257, C17 1.635
9 C -2.1377 0.4168 0.6138  O7 1.433, H10 1.272, N16 1.560
10 H -2.5523 1.1093 -0.3696  C9 1.272
11 H 0.9888 -2.9637 -0.4422  N12 1.040
12 N 1.2120 -1.9771 -0.1999  C2 1.469, H4 1.142, H11 1.040
13 H -0.7482 0.9087 -1.4755  C8 1.166
14 H 2.0170 2.2360 -1.2821  C15 1.062
15 C 1.1384 1.8786 -1.7587  H1 1.116, C8 1.257, H14 1.062
16 N -0.8138 0.9366 1.2541  C9 1.560, C17 1.372, C18 1.562
17 C 0.3602 1.0751 0.5578  H6 1.171, C8 1.635, N16 1.372, C18 1.504
18 C 0.2236 -0.2308 1.2918  C2 1.610, H5 1.195, N16 1.562, C17 1.504
19 H -1.0442 -1.7149 0.0429  C2 1.166

The net atomic charges from natural (NBO), expressed in e, are:
1. H 0.2156
2. C -0.2554
3. H 0.2090
4. H 0.3416
5. H 0.2279
6. H 0.2145
7. O -0.5762
8. C -0.1852
9. C 0.4384
10. H 0.2013
11. H 0.3492
12. N -0.8054
13. H 0.1896
14. H 0.2123
15. C -0.3932
16. N -0.4195
17. C -0.1073
18. C -0.0571
19. H 0.2001

=====

(3)
Formula: C6H8O2S
Source: OMol25
Level of theory: wB97M-V/def2-TZVPD

Summary:
Calculated total energy (eV): -21275.3289
Orbital gap (spin up / spin down) (eV): 5.46 / 6.62
Expectation value of S²: 2.016
E_HOMO (spin up / spin down) (Eh): -0.174 / -0.318
Spin multiplicity: 3

Last columns: bonded neighbours and bond lengths (Å).
Element x y z (Å)
1 H -2.2090 -2.1778 0.2041  O12 0.945
2 H -0.7639 -0.8052 2.7223  C10 1.062
3 H -0.5272 2.0700 -0.8039  C6 1.025
4 H -2.3535 -1.8756 -3.1080  O15 0.993
5 C 0.7755 0.1299 1.4801  C10 1.353, H16 1.132, C17 1.393
6 C -0.3033 1.4345 -0.0309  H3 1.025, S11 1.710, C17 1.358
7 H 2.1459 1.2727 -1.1336  C9 1.078
8 H 2.8840 0.5225 0.3155  C9 1.090
9 C 2.2886 1.3504 -0.0683  H7 1.078, H8 1.090, H14 1.101, C17 1.499
10 C -0.4635 -0.1383 1.9519  H2 1.062, C5 1.353, S11 1.789
11 S -1.5821 0.7253 0.8547  C6 1.710, C10 1.789
12 O -2.3305 -2.0116 -0.7185  H1 0.945, C13 1.369
13 C -1.2159 -1.7368 -1.4641  O12 1.369, O15 1.274
14 H 2.5052 2.3771 0.2638  C9 1.101
15 O -1.4547 -1.7210 -2.7154  H4 0.993, C13 1.274
16 H 1.6957 -0.4131 1.8525  C5 1.132
17 C 0.9085 0.9972 0.3979  C5 1.393, C6 1.358, C9 1.499

The net atomic charges from natural (NBO), expressed in e, are:
1. H 0.5056
2. H 0.2190
3. H 0.2139
4. H 0.4794
5. C -0.3305
6. C -0.3650
7. H 0.2178
8. H 0.2298
9. C -0.6380
10. C -0.3092
11. S 0.2732
12. O -0.7365
13. C 0.4316
14. H 0.2276
15. O -0.6771
16. H 0.2110
17. C 0.0473

=====

(4)
Formula: C5H8O4
Source: OMol25
Level of theory: wB97M-V/def2-TZVPD

Summary:
Calculated total energy (eV): -13501.2723
Orbital gap (eV): 9.44
E_HOMO (Eh): -0.326
Structure (SMILES): C[C@@H]1O[C@]1(O)[C@@H](O)C=O

Last columns: bonded neighbours and bond lengths (Å).
Element x y z (Å)
1 H 0.9830 -0.0588 -1.7786  C10 1.086
2 O -0.1594 1.4519 -0.7825  C10 1.477, C15 1.361
3 H -1.1308 0.7035 1.5906  C8 1.091
4 O -2.4076 -0.8002 0.9978  H6 0.978, C8 1.409
5 O -0.0492 -2.2599 0.6700  C16 1.233
6 H -2.3540 -1.5212 0.3390  O4 0.978
7 O -1.8196 -0.0315 -1.4721  H14 0.974, C15 1.360
8 C -1.1756 -0.1259 0.8825  H3 1.091, O4 1.409, C15 1.503, C16 1.546
9 H 1.8547 1.1577 0.9083  C11 1.093
10 C 0.8055 0.3336 -0.7814  H1 1.086, O2 1.477, C11 1.490, C15 1.761
11 C 2.0561 0.7397 -0.0817  H9 1.093, C10 1.490, H13 1.093, H17 1.096
12 H 0.7534 -0.7651 1.8140  C16 1.101
13 H 2.6929 -0.1395 0.0495  C11 1.093
14 H -1.7421 0.5657 -2.2373  O7 0.974
15 C -0.9350 0.3653 -0.5176  O2 1.361, O7 1.360, C8 1.503, C10 1.761
16 C 0.0147 -1.0945 1.0674  O5 1.233, C8 1.546, H12 1.101
17 H 2.6131 1.4791 -0.6680  C11 1.096

The net atomic charges from natural (NBO), expressed in e, are:
1. H 0.1788
2. O -0.5156
3. H 0.2058
4. O -0.6744
5. O -0.5559
6. H 0.4862
7. O -0.6694
8. C -0.0688
9. H 0.2132
10. C -0.0618
11. C -0.6500
12. H 0.1333
13. H 0.2262
14. H 0.5040
15. C 0.6100
16. C 0.4143
17. H 0.2240

=====

(5)
Formula: C9H14
Source: OMol25
Level of theory: wB97M-V/def2-TZVPD

Summary:
Calculated total energy (eV): -9559.0104
Orbital gap (eV): 10.00
E_HOMO (Eh): -0.329
Structure (SMILES): Cc1ccccc1.CC

Last columns: bonded neighbours and bond lengths (Å).
Element x y z (Å)
1 H -1.3135 -0.8675 -2.8143  C17 1.070
2 H 1.3149 2.3965 -0.3278  C3 1.103
3 C 0.6907 1.6897 -0.9008  H2 1.103, C13 1.416, C19 1.379
4 C 1.0479 -1.8929 -1.9586  H8 1.104, H10 1.089, H22 1.084, C23 1.538
5 H -2.4742 1.1060 -1.8261  C12 1.089
6 H -0.7586 -1.6042 2.2742  C20 1.082
7 H -0.7992 -0.0276 1.4243  C20 1.083
8 H 0.5012 -2.5711 -1.2803  C4 1.104
9 H 1.1548 0.2056 3.0342  C11 1.089
10 H 1.0494 -2.1847 -3.0074  C4 1.089
11 C 0.1154 0.1331 3.3498  H9 1.089, H14 1.096, H16 1.118, C20 1.526
12 C -1.4317 0.8894 -1.5967  H5 1.089, C17 1.411, C19 1.388
13 C 1.3994 0.5589 -1.3751  C3 1.416, H18 1.079, C23 1.394
14 H -0.3868 1.0693 3.6172  C11 1.096
15 H -1.9539 -0.3992 2.5843  C20 1.123
16 H 0.2666 -0.2861 4.3756  C11 1.118
17 C -0.8197 -0.2958 -2.0566  H1 1.070, C12 1.411, C23 1.392
18 H 2.4671 0.5458 -1.2224  C13 1.079
19 C -0.6808 1.8331 -0.9103  C3 1.379, C12 1.388, H21 1.077
20 C -0.8579 -0.5324 2.3810  H6 1.082, H7 1.083, C11 1.526, H15 1.123
21 H -1.1304 2.6514 -0.3729  C19 1.077
22 H 2.0531 -1.9728 -1.5608  C4 1.084
23 C 0.5460 -0.4446 -1.8305  C4 1.538, C13 1.394, C17 1.392

The net atomic charges from natural (NBO), expressed in e, are:
1. H 0.2189
2. H 0.2050
3. C -0.1819
4. C -0.6389
5. H 0.2107
6. H 0.2025
7. H 0.2157
8. H 0.2219
9. H 0.2102
10. H 0.2176
11. C -0.6239
12. C -0.1826
13. C -0.2404
14. H 0.2078
15. H 0.2032
16. H 0.2022
17. C -0.2494
18. H 0.2243
19. C -0.2566
20. C -0.6182
21. H 0.2175
22. H 0.2095
23. C 0.0250

=====

(6)
Formula: C3H10N4
Source: OMol25
Level of theory: wB97M-V/def2-TZVPD

Summary:
Calculated total energy (eV): -9232.6547
Orbital gap (eV): 10.16
E_HOMO (Eh): -0.338
Structure (SMILES): [H]/N=C/N.N/C=C/N

Last columns: bonded neighbours and bond lengths (Å).
Element x y z (Å)
1 H 2.1290 0.5084 -2.0283  N10 1.015
2 H 1.5080 -0.7311 1.3879  N15 1.013
3 H -0.1592 -3.5822 2.1724  N4 1.014
4 N 0.4855 -2.8472 1.9054  H3 1.014, C13 1.268
5 H 0.1110 0.0068 0.8584  N15 1.012
6 N -1.8227 1.3185 -0.3517  H7 1.018, H9 1.013, C11 1.434
7 H -2.0046 1.9280 0.4426  N6 1.018
8 H -0.1785 2.6714 -0.7376  C11 1.086
9 H -2.5522 1.5315 -1.0217  N6 1.013
10 N 1.4264 1.2250 -2.1830  H1 1.015, C12 1.431, H14 1.013
11 C -0.5439 1.6626 -0.9027  N6 1.434, H8 1.086, C12 1.319
12 C 0.1754 0.8210 -1.6188  N10 1.431, C11 1.319, H16 1.092
13 C -0.1284 -1.7416 1.8195  N4 1.268, N15 1.386, H17 1.091
14 H 1.3467 1.3375 -3.1866  N10 1.013
15 N 0.5337 -0.5456 1.5939  H2 1.013, H5 1.012, C13 1.386
16 H -0.1718 -0.2033 -1.7694  C12 1.092
17 H -1.2036 -1.6196 1.9555  C13 1.091

The net atomic charges from natural (NBO), expressed in e, are:
1. H 0.3625
2. H 0.3756
3. H 0.3377
4. N -0.7108
5. H 0.3910
6. N -0.8499
7. H 0.3648
8. H 0.1864
9. H 0.3718
10. N -0.8467
11. C -0.0530
12. C -0.0705
13. C 0.2801
14. H 0.3648
15. N -0.8255
16. H 0.1771
17. H 0.1446

=====

We obtain relative energy (zero: lowest compared OMol25 entry of this formula, charge and spin) values of 281.6, 677.5, 170.3, 367.7, 113.0, 89.6 kJ/mol for the records listed above, in that order.